[1]
DFT (ωB97M-V/def2-TZVPD) results for the ion C5H6N with charge +1.

For the energy above the lowest of the compared OMol25 structures with the same formula, charge and spin, the calculation gives 388.1 kJ/mol. The expectation value of S² is 2.01. As for the charge: +1. As for the spin multiplicity: 3. The calculation puts the HOMO-LUMO gap (spin up / spin down) at 7.71 / 7.79 eV. The HOMO energy (spin up / spin down) is -11.8 / -15.9 eV.

Element x y z (Å)
C 0.642 -0.289 0.046
H 2.266 -1.452 0.969
H -2.147 1.435 -0.234
C -0.693 -0.243 0.027
C 1.859 -0.759 0.247
H 1.916 0.656 -1.438
H -2.078 0.452 1.366
N -1.801 -0.660 -0.427
C -1.905 0.541 0.312
H 2.288 1.260 0.238
H -2.252 -1.495 -0.682
C 1.906 0.553 -0.424

[2]
DFT (ωB97M-V/def2-TZVPD) results for the ion C5H6N with charge +1.

For the energy above the lowest of the compared OMol25 structures with the same formula, charge and spin, the calculation gives 274.9 kJ/mol. The expectation value of S² is 2.01. As for the charge: +1. As for the spin multiplicity: 3. The calculation puts the HOMO-LUMO gap (spin up / spin down) at 7.21 / 6.92 eV. The HOMO energy (spin up / spin down) is -11.9 / -15.3 eV.

Element x y z (Å)
C -0.992 -0.551 1.296
C -0.429 0.050 0.241
N -1.161 0.381 -0.801
C -1.586 0.742 -1.811
H -2.227 0.904 -2.583
H 2.961 0.060 -0.229
H 1.966 -1.520 0.132
C 1.032 0.358 0.164
H -2.130 -0.694 1.200
H -0.553 -0.847 2.142
C 2.065 -0.405 0.002
H 1.055 1.522 0.247

[3]
DFT (ωB97M-V/def2-TZVPD) results for an isolated molecule of C5H6N2.

For the energy above the lowest of the compared OMol25 structures with the same formula, charge and spin, the calculation gives 402.2 kJ/mol. As for the charge: 0. The calculation puts the HOMO-LUMO gap at 10.50 eV. The HOMO energy is -9.9 eV. Its SMILES is N#C[C@H]1[C@H]2CCN21.

Element x y z (Å)
N -0.231 0.504 -1.221
N 1.239 -2.399 0.518
H -2.171 -0.009 -0.222
C -0.253 -0.957 -0.775
H 1.292 1.921 -0.441
H -0.954 1.743 1.205
H -0.688 -1.725 -1.412
C 0.921 -1.453 -0.076
C 0.698 1.036 -0.204
C -0.344 0.878 0.923
C -1.094 0.039 -0.104
H 1.536 0.033 -0.007
H 0.050 0.391 1.817

[4]
DFT (ωB97M-V/def2-TZVPD) results for an isolated molecule of C5H6N2.

For the energy above the lowest of the compared OMol25 structures with the same formula, charge and spin, the calculation gives 836.7 kJ/mol. As for the charge: 0. The calculation puts the HOMO-LUMO gap (spin up / spin down) at 8.03 / 8.03 eV. The HOMO energy (spin up / spin down) is -8.1 / -8.1 eV.

Element x y z (Å)
C -0.586 1.936 -1.820
C -0.123 0.583 -1.109
C -0.941 1.522 -0.409
N -0.133 0.737 1.389
H 1.282 -1.835 1.756
C 0.605 -0.379 -0.453
H -0.356 -2.173 1.015
H -0.131 -1.585 2.719
H -1.374 1.910 -2.478
N 0.322 -0.298 0.915
H 0.306 2.391 -2.160
C 0.247 -1.559 1.607
H 0.882 -1.249 -0.972

[5]
DFT (ωB97M-V/def2-TZVPD) results for an isolated molecule of C5H6N2.

For the energy above the lowest of the compared OMol25 structures with the same formula, charge and spin, the calculation gives 397.7 kJ/mol. As for the charge: 0. The calculation puts the HOMO-LUMO gap at 10.94 eV. The HOMO energy is -9.8 eV. Its SMILES is C1=N[C@H]1C[C@H]1C=N1.

Element x y z (Å)
H -2.925 -1.072 -0.824
H 0.392 1.139 -1.548
H -1.411 1.469 0.147
N -1.522 -0.641 0.800
C 1.329 0.469 0.281
H 1.422 -1.350 1.924
C 0.261 0.357 -0.789
C -2.133 -0.557 -0.291
C -1.117 0.465 -0.166
C 1.653 -0.658 1.123
H 1.535 1.479 0.644
N 2.524 -0.472 0.238
H 0.373 -0.610 -1.294

[6]
DFT (ωB97M-V/def2-TZVPD) results for an isolated molecule of C5H6N2.

For the energy above the lowest of the compared OMol25 structures with the same formula, charge and spin, the calculation gives 185.3 kJ/mol. As for the charge: 0. The calculation puts the HOMO-LUMO gap at 11.27 eV. The HOMO energy is -10.4 eV. Its SMILES is C=C[C@H](C#N)N=C.

Element x y z (Å)
H -0.815 -2.860 -0.358
H 1.424 0.629 -1.217
C 0.181 -1.076 -0.901
H 0.407 -1.383 -1.918
C 0.654 0.315 -0.507
H -1.812 2.470 0.251
N 1.764 0.332 1.882
C 1.287 0.294 0.823
C -0.961 1.795 0.383
N -0.444 1.268 -0.646
C -0.456 -1.880 -0.061
H -0.662 -1.558 0.957
H -0.613 1.601 1.403

Which largest force on an atom belongs to each record? In order, 4.65, 7.72, 3.80, 4.36, 0.52, 1.82 eV/A.